#P
Below is an isolated molecule of C4H7NO, with properties calculated with ωB97M-V with the def2-TZVPD basis set.

Last column: Löwdin charge in e.
Positions of all 13 atoms, in Å:
1 O 1.225 1.890 0.662  0.05
2 N -1.346 -1.249 -0.017  0.01
3 C 1.737 0.958 0.092  -0.25
4 C 1.022 -0.366 -0.090  -0.12
5 C -0.386 -0.252 0.437  -0.36
6 C -1.511 0.146 -0.432  -0.14
7 H 1.009 -0.689 -1.139  0.13
8 H -0.445 0.079 1.471  0.14
9 H -2.003 -1.472 0.725  0.09
10 H 1.569 -1.162 0.438  0.12
11 H -1.346 0.326 -1.492  0.10
12 H -2.312 0.738 0.006  0.11
13 H 2.772 1.081 -0.295  0.12

Summary:
Charge   0
SMILES string   O=CC[C@H]1CN1
Spin multiplicity   1


#Q
Below is an isolated molecule of C4H7NO, with properties calculated with ωB97M-V with the def2-TZVPD basis set.

Last column: Löwdin charge in e.
Positions of all 13 atoms, in Å:
1 O 0.713 -2.938 0.661  0.03
2 N 0.180 -0.786 0.134  -0.05
3 C -0.347 0.529 0.284  -0.29
4 C 0.867 -1.745 0.802  -0.33
5 C -1.107 -0.570 -0.422  -0.05
6 C 0.356 1.615 -0.489  -0.05
7 H -0.726 0.815 1.269  0.14
8 H 0.810 1.174 -1.379  0.08
9 H 1.159 2.055 0.112  0.08
10 H -1.160 -0.566 -1.510  0.12
11 H 1.656 -1.301 1.436  0.13
12 H -0.337 2.401 -0.802  0.08
13 H -1.967 -1.008 0.082  0.12

Summary:
Charge   0
SMILES string   C[C@H]1CN1C=O
Spin multiplicity   1


#R
Below is an isolated molecule of C4H7NO, with properties calculated with ωB97M-V with the def2-TZVPD basis set.

Last column: Löwdin charge in e.
Positions of all 13 atoms, in Å:
1 O -0.100 1.344 1.833  0.07
2 N -0.963 1.904 -0.387  0.28
3 C -0.910 -1.111 -0.277  -0.05
4 C -0.429 1.239 0.512  -0.64
5 C -0.042 0.105 -0.226  -0.26
6 C 1.392 -0.023 -0.648  -0.04
7 H -1.050 -1.432 -1.310  0.08
8 H 1.468 0.094 -1.728  0.09
9 H -0.414 -1.944 0.252  0.09
10 H 2.023 0.722 -0.154  0.09
11 H -1.882 -0.940 0.192  0.09
12 H 1.781 -1.022 -0.394  0.09
13 H -0.872 1.064 2.335  0.11

Summary:
Charge   0
Spin multiplicity   1


#S
Below is an isolated molecule of C4H7NO, with properties calculated with ωB97M-V with the def2-TZVPD basis set.

Last column: Löwdin charge in e.
Positions of all 13 atoms, in Å:
1 O 1.465 -1.133 -1.763  -0.01
2 N -0.756 -1.470 -0.963  0.05
3 C 0.486 1.284 0.225  -0.07
4 C 0.757 -0.107 0.172  -0.07
5 C 0.472 -1.015 -1.028  -0.66
6 C -0.715 0.477 0.936  -0.06
7 H 1.043 1.927 0.901  0.12
8 H -0.664 0.465 2.021  0.11
9 H -0.997 -2.085 -1.735  0.06
10 H -1.603 0.985 0.551  0.13
11 H 1.379 -0.530 0.963  0.16
12 H 0.142 1.762 -0.688  0.13
13 H -1.009 -0.558 0.408  0.12

Summary:
Charge   0
Spin multiplicity   1


Sorted by energy, starting with the most stable: #Q, #P, #R, #S.


#P
Below is an isolated molecule of C4H7NO, with properties calculated with ωB97M-V with the def2-TZVPD basis set.

Last column: Löwdin charge in e.
Positions of all 13 atoms, in Å:
1 O 3.285 0.071 -0.259  0.05
2 N -0.120 0.525 0.141  0.02
3 C -0.704 -0.585 0.325  -0.24
4 C 2.322 0.791 -0.144  -0.25
5 C -2.135 -0.596 0.735  -0.08
6 C 0.995 0.479 -0.781  -0.22
7 H 0.754 1.261 -1.514  0.12
8 H -2.458 0.443 0.815  0.08
9 H -2.662 -1.060 -0.109  0.08
10 H -0.249 -1.539 0.007  0.12
11 H 2.362 1.731 0.441  0.12
12 H -2.378 -1.159 1.637  0.07
13 H 1.075 -0.480 -1.309  0.11

Summary:
Charge   0
SMILES string   C/C=N/CC=O
Spin multiplicity   1


#Q
Below is an isolated molecule of C4H7NO, with properties calculated with ωB97M-V with the def2-TZVPD basis set.

Last column: Löwdin charge in e.
Positions of all 13 atoms, in Å:
1 O 1.006 0.817 -1.567  0.06
2 N 2.132 0.060 0.257  0.15
3 C 1.021 0.172 -0.533  -0.53
4 C -1.508 -0.242 -0.621  -0.11
5 C -0.186 -0.539 0.013  -0.23
6 C -1.185 0.354 0.713  -0.11
7 H -0.930 1.409 0.759  0.11
8 H 2.054 -0.292 1.197  0.10
9 H -1.475 0.399 -1.497  0.11
10 H -0.014 -1.531 0.423  0.14
11 H 2.939 0.623 0.030  0.11
12 H -1.681 -0.034 1.599  0.10
13 H -2.243 -1.041 -0.650  0.10

Summary:
Charge   0
SMILES string   NC(=O)C1CC1
Spin multiplicity   1


#R
Below is C4H7NO as an isolated structure, with properties calculated with ωB97M-V with the def2-TZVPD basis set.

Last column: Löwdin charge in e.
Positions of all 13 atoms, in Å:
1 O 1.197 0.351 0.187  0.02
2 N 1.779 -1.232 -1.556  0.16
3 C -0.362 -0.996 -0.329  -0.04
4 C -0.140 0.099 0.744  -0.31
5 C -1.001 1.346 0.662  -0.05
6 C 1.021 -0.642 -0.749  -0.48
7 H -1.063 1.710 -0.369  0.09
8 H -1.159 -0.784 -1.041  0.12
9 H 2.725 -0.870 -1.562  0.05
10 H -2.017 1.142 1.020  0.09
11 H -0.344 -2.052 -0.075  0.12
12 H -0.041 -0.244 1.782  0.14
13 H -0.583 2.152 1.276  0.08

Summary:
Charge   0
Spin multiplicity   1


Sorted by energy, starting with the most stable: #Q, #R, #P.


#P
Below is an isolated molecule of C4H7NO, with properties calculated with ωB97M-V with the def2-TZVPD basis set.

Last column: Löwdin charge in e.
Positions of all 13 atoms, in Å:
1 O -1.759 -0.828 -2.779  0.14
2 N -0.932 -0.905 -0.550  0.14
3 C 0.878 -0.786 1.062  -0.07
4 C -0.287 -0.038 0.423  -0.44
5 C 0.153 1.278 -0.213  -0.07
6 C -1.334 -0.807 -1.681  -0.32
7 H -1.034 0.171 1.199  0.14
8 H 0.587 1.942 0.541  0.08
9 H 0.536 -1.719 1.518  0.08
10 H -0.696 1.793 -0.675  0.08
11 H 0.908 1.093 -0.985  0.09
12 H 1.633 -1.028 0.306  0.08
13 H 1.346 -0.168 1.835  0.08

Summary:
Charge   0
SMILES string   CC(C)N=C=O
Spin multiplicity   1


#Q
Below is an isolated molecule of C4H7NO, with properties calculated with ωB97M-V with the def2-TZVPD basis set.

Last column: Löwdin charge in e.
Positions of all 13 atoms, in Å:
1 O -2.212 0.021 1.360  0.05
2 N 0.495 0.359 -0.656  -0.11
3 C -0.307 1.074 0.344  -0.17
4 C 0.364 -1.096 -0.679  -0.15
5 C 1.584 -0.458 -0.144  -0.14
6 C -1.708 0.502 0.373  -0.26
7 H -0.305 -1.569 0.040  0.11
8 H -2.238 0.498 -0.602  0.13
9 H 0.352 -1.535 -1.672  0.10
10 H 1.716 -0.491 0.939  0.11
11 H 0.103 1.006 1.360  0.12
12 H 2.505 -0.445 -0.721  0.10
13 H -0.349 2.133 0.057  0.12

Summary:
Charge   0
SMILES string   O=CCN1CC1
Spin multiplicity   1


#R
Below is an isolated molecule of C4H7NO, with properties calculated with ωB97M-V with the def2-TZVPD basis set.

Last column: Löwdin charge in e.
Positions of all 13 atoms, in Å:
1 O -2.173 -1.374 0.246  0.08
2 N -0.223 0.564 -1.505  0.18
3 C -1.097 -0.904 0.488  -0.24
4 C -0.029 -0.101 -0.303  -0.74
5 C 1.368 -0.671 -0.142  -0.03
6 C -0.269 1.177 0.414  0.10
7 H 0.540 1.820 0.749  0.09
8 H -0.774 -0.443 1.501  0.13
9 H 1.483 -1.521 -0.818  0.09
10 H 2.131 0.076 -0.393  0.09
11 H 1.524 -1.005 0.888  0.09
12 H -1.271 1.594 0.511  0.09
13 H -1.210 0.787 -1.634  0.06

Summary:
Charge   0
Spin multiplicity   1


Sorted by energy, starting with the most stable: #P, #Q, #R.


#P
Below is an isolated molecule of C4H7NO, with properties calculated with ωB97M-V with the def2-TZVPD basis set.

Last column: Löwdin charge in e.
Positions of all 13 atoms, in Å:
1 O 0.478 -1.149 -0.660  -0.03
2 N 0.273 0.818 -1.769  0.06
3 C -0.488 0.985 -0.527  -0.17
4 C 0.133 -0.334 1.599  -0.05
5 C 0.750 -0.353 -1.717  -0.24
6 C -0.416 -0.385 0.188  -0.34
7 H 1.387 -0.805 -2.472  0.13
8 H -0.542 0.246 2.237  0.09
9 H -1.515 1.290 -0.752  0.11
10 H -0.030 1.780 0.075  0.11
11 H 0.235 -1.336 2.026  0.08
12 H 1.115 0.150 1.604  0.09
13 H -1.379 -0.906 0.168  0.14

Summary:
Charge   0
SMILES string   C[C@H]1CN=CO1
Spin multiplicity   1


#Q
Below is an isolated molecule of C4H7NO, with properties calculated with ωB97M-V with the def2-TZVPD basis set.

Last column: Löwdin charge in e.
Positions of all 13 atoms, in Å:
1 O 2.365 0.784 -0.721  0.05
2 N 0.255 1.294 0.037  0.06
3 C -0.701 -0.834 0.333  -0.16
4 C -1.044 0.668 0.189  -0.18
5 C 1.261 0.449 -0.342  -0.50
6 C 0.735 -0.975 -0.196  -0.09
7 H -1.413 -1.448 -0.222  0.10
8 H 0.361 2.280 -0.144  0.15
9 H 0.792 -1.467 -1.172  0.12
10 H -1.675 0.854 -0.691  0.11
11 H -1.572 1.055 1.066  0.11
12 H -0.759 -1.136 1.383  0.11
13 H 1.394 -1.524 0.480  0.12

Summary:
Charge   0
SMILES string   O=C1CCCN1
Spin multiplicity   1


Sorted by energy, starting with the most stable: #Q, #P.


#P
Below is an isolated molecule of C4H7NO, with properties calculated with ωB97M-V with the def2-TZVPD basis set.

Last column: Löwdin charge in e.
Positions of all 13 atoms, in Å:
1 O 2.661 -1.640 -0.220  0.01
2 N 1.143 -0.054 0.355  0.04
3 C -1.316 0.487 0.838  -0.10
4 C 1.772 -0.877 -0.521  -0.38
5 C -0.059 0.704 0.037  -0.30
6 C -1.253 0.017 -0.584  -0.11
7 H -1.235 -0.260 1.622  0.10
8 H 1.521 -0.040 1.296  0.15
9 H -1.859 0.524 -1.334  0.10
10 H 0.339 1.663 -0.262  0.13
11 H 1.391 -0.798 -1.555  0.14
12 H -1.966 1.322 1.093  0.10
13 H -1.140 -1.047 -0.765  0.10

Summary:
Charge   0
SMILES string   O=CNC1CC1
Spin multiplicity   1


#Q
Below is C4H7NO as an isolated structure, with properties calculated with ωB97M-V with the def2-TZVPD basis set.

Last column: Löwdin charge in e.
Positions of all 13 atoms, in Å:
1 O -0.506 -1.039 -0.332  -0.03
2 N -0.741 1.193 0.470  0.05
3 C -1.947 1.344 -0.343  -0.12
4 C 1.161 -0.528 0.862  -0.05
5 C 0.551 -1.811 0.286  -0.15
6 C -0.137 0.098 0.377  -0.39
7 H 1.136 -2.377 -0.445  0.12
8 H -2.116 0.497 -1.017  0.07
9 H 2.000 -0.173 0.256  0.12
10 H -1.853 2.254 -0.945  0.07
11 H 1.421 -0.499 1.920  0.11
12 H -2.836 1.467 0.288  0.08
13 H 0.130 -2.493 1.031  0.12

Summary:
Charge   0
Spin multiplicity   1


Sorted by energy, starting with the most stable: #P, #Q.


#P
Below is an isolated molecule of C4H7NO, with properties calculated with ωB97M-V with the def2-TZVPD basis set.

Last column: Löwdin charge in e.
Positions of all 13 atoms, in Å:
1 O -1.105 -1.079 0.916  0.07
2 N 0.637 0.891 1.673  0.00
3 C -0.361 -0.762 0.008  -0.41
4 C 0.800 0.159 0.320  -0.19
5 C 0.477 1.595 0.429  -0.16
6 C -0.602 -1.248 -1.407  -0.01
7 H -0.555 1.872 0.225  0.12
8 H -0.438 -0.462 -2.151  0.08
9 H 1.210 2.358 0.177  0.10
10 H 1.682 -0.116 0.895  0.14
11 H 0.097 -2.061 -1.634  0.09
12 H -1.623 -1.636 -1.493  0.09
13 H -0.218 0.490 2.042  0.08

Summary:
Charge   0
SMILES string   CC(=O)[C@H]1CN1
Spin multiplicity   1


#Q
Below is an isolated molecule of C4H7NO, with properties calculated with ωB97M-V with the def2-TZVPD basis set.

Last column: Löwdin charge in e.
Positions of all 13 atoms, in Å:
1 O -1.676 -0.981 0.521  0.05
2 N 0.374 -0.216 0.096  -0.05
3 C 1.142 -0.933 1.044  -0.10
4 C 1.669 0.320 0.395  -0.08
5 C -1.607 0.684 -1.161  0.00
6 C -0.982 -0.190 -0.092  -0.50
7 H 2.382 0.254 -0.421  0.10
8 H 1.796 1.208 1.021  0.11
9 H -2.257 0.011 -1.731  0.09
10 H -0.924 1.190 -1.848  0.07
11 H 0.837 -0.833 2.084  0.11
12 H -2.262 1.417 -0.683  0.08
13 H 1.508 -1.929 0.777  0.12

Summary:
Charge   0
SMILES string   CC(=O)N1CC1
Spin multiplicity   1


Sorted by energy, starting with the most stable: #Q, #P.